Molecular formula: C5H4S
Method: DFT, wB97M-V/def2-TZVPD

Each line ends with the natural charge from an NBO analysis.
Atoms and positions in Å:
S 2.99 -0.72 -0.16  -0.012
C -2.08 -0.65 -0.26  -0.079
C 1.64 0.61 -0.12  -0.619
C -0.77 -0.32 -0.46  -0.098
C -3.41 -0.46 0.05  -0.182
C 0.30 0.19 0.04  0.070
H -4.47 -0.19 0.14  0.256
H 1.78 1.46 0.76  0.246
H 2.39 -1.30 0.96  0.145
H 1.65 1.39 -0.95  0.274

Its max |F| is 11.7 eV Å⁻¹. The value obtained for the total energy is -16078.569 eV. The calculation puts the HOMO-LUMO gap at 0.3164 Ha. The calculation puts the energy above the lowest of the compared OMol25 structures with the same formula, charge and spin at 4.7612 eV. Its spin multiplicity is 1. The calculation puts the LUMO energy at -0.008 Eh. The SMILES is C#CC#CCS.